DFT (ωB97M-V with the def2-TZVPD basis set) results for an isolated molecule of C4H8N2O2.

Cartesian coordinates (Å):
C -0.190 0.008 1.403
C -0.881 0.172 0.047
N -2.203 -0.454 0.169
C 0.010 -0.532 -1.034
O -0.442 -1.428 -1.706
N 1.350 -0.144 -1.109
C 1.897 0.980 -0.449
O 3.093 1.054 -0.384
H 0.894 -0.044 1.322
H -0.404 0.856 2.069
H -0.576 -0.855 1.968
H -1.049 1.187 -0.279
H -2.674 -0.413 -0.755
H -2.061 -1.435 0.391
H 1.993 -0.756 -1.584
H 1.244 1.803 -0.069

Its SMILES is C[C@H](N)C(=O)NC=O.



DFT (ωB97M-V with the def2-TZVPD basis set) results for an isolated molecule of C4H8N2O2.

Cartesian coordinates (Å):
C 1.030 0.497 -1.642
C 0.962 -0.088 -0.451
O 1.978 -0.871 0.061
C 0.201 0.708 0.990
O 0.212 -0.299 1.945
N -1.050 1.184 0.655
C -1.996 0.363 0.326
N -1.792 -0.920 0.006
H 1.827 0.296 -2.348
H 0.255 1.181 -1.942
H 2.675 -0.979 -0.600
H 0.905 1.519 1.206
H 1.076 -0.737 1.891
H -2.967 0.801 0.112
H -0.727 -1.167 0.018
H -2.590 -1.490 -0.226

Its SMILES is C=C(O)[C@H](O)/N=C\N.



DFT (ωB97M-V with the def2-TZVPD basis set) results for an isolated molecule of C4H8N2O2S2.

Cartesian coordinates (Å):
C 0.434 1.493 -0.788
C 1.743 1.571 -1.199
C 1.507 -0.967 -0.277
C -2.462 -0.682 0.013
N -0.144 0.241 -0.535
N 1.721 -1.275 1.047
O -1.681 1.604 0.910
O -0.690 -0.406 1.857
S 2.661 0.014 -1.102
S -1.206 0.307 0.700
H -0.158 2.443 -0.844
H 2.209 2.501 -1.643
H 1.015 -1.691 -0.792
H -2.837 -0.083 -0.766
H -1.941 -1.515 -0.314
H -3.197 -1.145 0.810
H 2.142 -0.567 1.592
H 0.885 -1.841 1.332



DFT (ωB97M-V with the def2-TZVPD basis set) results for a cluster of 2 separate species, C4H8N2O3 in total.

Cartesian coordinates (Å):
C -1.786 -1.178 0.911
N -1.863 0.087 0.167
C -1.218 0.068 -1.124
C -0.695 0.857 -0.053
C 0.230 1.497 0.607
O 1.291 2.080 -0.045
H -2.513 -1.770 0.307
H -0.820 -1.679 0.934
H -2.207 -1.024 1.972
H -1.745 0.422 -1.940
H -0.469 -0.762 -1.325
H 0.166 1.760 1.584
H 1.369 1.675 -0.923
O 2.914 -1.136 -1.659
N 2.379 -0.414 -0.886
O 2.833 -0.535 0.463
H 2.133 0.051 1.010

Its SMILES is CN1C/C1=C\O.O=NO.



DFT (ωB97M-V with the def2-TZVPD basis set) results for a structure of composition C4H8N2O3.

Cartesian coordinates (Å):
C 1.166 -1.185 1.047
C -0.205 1.425 -1.509
N 0.597 0.114 0.724
C -1.204 0.669 0.859
C -0.551 0.282 -0.597
O 1.616 1.100 0.691
O -1.404 -1.825 -0.311
N -1.026 -0.772 -1.202
O -1.912 0.224 1.659
H 1.340 1.752 1.350
H -1.952 -2.378 -0.877
H 1.858 -1.504 0.262
H 1.698 -1.114 1.997
H 0.351 -1.899 1.129
H -1.107 1.994 -1.738
H 0.214 1.021 -2.429
H 0.521 2.095 -1.055



DFT (ωB97M-V with the def2-TZVPD basis set) results for an isolated molecule of C4H8N2O4.

Cartesian coordinates (Å):
O -1.477 -1.868 0.048
C -0.396 -1.274 -0.207
N 0.585 -1.772 -1.010
C 1.622 -0.764 -1.274
C 1.004 0.528 -0.649
N -0.150 0.019 0.048
C -1.026 0.932 1.071
O -0.452 0.794 2.349
O -2.266 0.460 1.045
O -0.871 2.200 0.575
H 0.451 -2.382 -1.807
H 2.012 -0.552 -2.248
H 2.451 -1.185 -0.619
H 1.494 1.158 0.053
H 0.639 1.112 -1.490
H 0.437 0.534 2.298
H -2.262 -0.564 1.071
H -1.797 2.624 0.748

Its SMILES is O=C1NCCN1C(O)(O)O.



Computed values of calculated total energy (unit: eV) for the preceding records, in sequence: -11353.081, -11350.542, -33020.411, -13394.461, -13393.749, -15447.669.
Computed values of maximum force (unit: eV/Å) for the preceding records, in sequence: 1.91, 3.87, 4.08, 3.38, 1.22, 4.31.
Computed values of ΔE to the lowest compared entry with this formula, charge and spin (unit: kcal/mol) for the preceding records, in sequence: 23.8, 82.3, 91.8, 166.7, 183.1, 27.2.